#w
The following is a DFT calculation (ωB97M-V with the def2-TZVPD basis set) of a cluster of 7 separate species, C6H25NO6 in total.

* gap between HOMO and LUMO: 7.764 eV
* SMILES: CCC/C=C/NC.O.O.O.O.O.O
* E_HOMO: -7.6 eV

Geometry (Å):
C -0.48780 -2.68721 -0.11112
C 0.48864 -3.24118 -1.26183
C 1.43035 -2.08969 -1.72931
C 0.62006 -1.01526 -2.39667
C 0.67683 0.27612 -2.00836
N -0.18153 1.23362 -2.54090
C -0.21432 2.42762 -1.81957
H -0.85200 -1.67097 -0.28100
H -1.47656 -3.13086 -0.23430
H 0.18659 -2.80554 0.73502
H -0.22474 -3.46493 -2.10072
H 1.18409 -4.04543 -0.86780
H 2.31406 -2.53160 -2.35305
H 1.93174 -1.76346 -0.76311
H 0.04523 -1.47022 -3.15317
H 1.22154 0.43143 -1.19403
H -1.08966 0.95921 -3.08058
H -0.33817 2.26393 -0.67746
H -1.14184 3.10099 -2.09259
H 0.76108 2.99176 -1.95043
O -3.16346 -0.33744 1.56998
H -2.36163 0.08152 1.22399
H -3.89927 -0.01183 0.97429
O 2.14262 2.98162 1.08389
H 2.39377 2.88606 2.10534
H 2.69360 2.40632 0.48782
O -0.08832 -0.95063 4.18140
H 0.26111 -1.71929 3.59929
H -1.01264 -1.03940 4.24575
O 2.19941 0.53276 2.90173
H 2.77204 -0.00398 3.37968
H 1.20981 0.42759 2.94514
O -3.52641 2.34780 -1.13009
H -2.76197 2.14297 -1.60776
H -3.40083 2.06641 -0.21563
O 0.24756 1.43625 1.18857
H 0.50172 2.18335 1.71492
H 0.93929 0.80156 1.23269

***

#x
The following is a DFT calculation (ωB97M-V with the def2-TZVPD basis set) of a cluster of 6 separate species, C6H25NO6 in total.

* gap between HOMO and LUMO: 9.495 eV
* SMILES: CCCCCNCO.O.O.O.O.O
* E_HOMO: -9.1 eV

Geometry (Å):
C 0.35115 -0.40294 -3.24250
C 0.28309 -0.39446 -1.71388
C 1.45836 -1.21047 -1.16584
C 1.64184 -1.00395 0.33819
C 2.22738 0.39140 0.65571
N 1.47276 1.18481 1.63522
C 1.34931 0.49944 2.90874
O -0.03450 0.16877 3.16021
H -0.16798 -1.14215 -3.84469
H 1.37303 -0.25593 -3.61024
H 0.03826 0.54747 -3.69385
H 0.40084 0.60942 -1.34345
H -0.62139 -0.80436 -1.27630
H 2.40849 -1.06141 -1.68840
H 1.32744 -2.27745 -1.33643
H 0.72562 -1.23031 0.89096
H 2.32856 -1.80099 0.64502
H 2.19503 0.96552 -0.27354
H 3.27621 0.32402 0.94165
H 0.57739 1.26966 1.20434
H 1.55448 1.15906 3.74653
H 1.95600 -0.40691 2.90271
H -0.47392 0.04709 2.31344
O -2.82586 -2.12772 -1.67196
H -2.12757 -2.78964 -1.67792
H -2.35457 -1.29023 -1.64477
O -1.00811 2.43078 0.67197
H -0.37778 3.09047 0.97099
H -1.13639 2.40354 -0.27987
O -1.01937 -2.28941 1.48208
H -0.78925 -1.81824 2.28695
H -1.56133 -3.05444 1.68744
O -3.25142 0.16843 0.05418
H -3.12408 -0.77228 -0.10342
H -2.39533 0.58623 0.15330
O 0.73804 2.56837 -2.49064
H 0.36012 1.91413 -3.07681
H 1.66574 2.76886 -2.47034

***

Result of the stability comparison: #w is the least stable of them.

***

#w
The following is a DFT calculation (ωB97M-V with the def2-TZVPD basis set) of the molecule C4H8OS.

* gap between HOMO and LUMO: 10.005 eV
* E_HOMO: -9.4 eV

Geometry (Å):
C -0.66334 -0.64127 -0.79850
C 0.55995 -0.27985 0.17272
C 0.74836 1.12125 0.31967
C 1.38949 -1.15089 0.63313
O -2.31175 0.24773 1.03908
S -2.30940 -0.02871 -0.39857
H -0.84965 -1.75330 -0.70816
H -0.21666 -0.36688 -1.72944
H -0.14734 1.56771 0.68365
H 0.91389 1.63907 -0.74785
H 1.63209 1.36676 0.88206
H 1.11715 -2.17834 0.42231
H 2.27608 -0.75624 1.32124
H -2.13887 1.21297 -1.09133

***

#x
The following is a DFT calculation (ωB97M-V with the def2-TZVPD basis set) of the molecule C4H8OS.

* gap between HOMO and LUMO: 9.676 eV
* SMILES: C=C[C@](C)(O)S
* E_HOMO: -8.9 eV

Geometry (Å):
C 0.35179 -1.07213 -1.80803
C -0.44064 -0.00055 -1.42550
C -0.23058 0.63574 -0.07080
C -0.00987 -0.32264 1.08276
O -1.28034 1.51415 0.04768
S 1.34548 1.82357 -0.16463
H 0.53129 -1.42123 -2.80316
H 0.80597 -1.65900 -1.04545
H -1.00228 0.60899 -2.06771
H 0.28673 0.26430 1.92461
H -1.05683 -0.79764 1.33161
H 0.80096 -0.95531 0.86461
H -1.25392 2.03377 0.88260
H 2.03492 0.80636 0.25757

***

Result of the stability comparison: #w is the least stable of them.

***

#w
The following is a DFT calculation (ωB97M-V with the def2-TZVPD basis set) of the molecule CH3N3O.

* gap between HOMO and LUMO: 8.197 eV
* SMILES: [H]/N=N/C(N)=O
* E_HOMO: -9.5 eV

Geometry (Å):
H -1.61186 -0.45053 1.63656
N -1.06720 -0.51894 0.75652
N 0.19204 -0.68005 1.07263
C 0.91420 -0.23283 0.01980
N -0.06186 0.48133 -0.83037
O 2.02247 -0.51647 -0.37539
H -0.60988 1.26227 -0.48887
H 0.22208 0.65521 -1.79088

***

#x
The following is a DFT calculation (ωB97M-V with the def2-TZVPD basis set) of a structure of composition CH3N3O.

* gap between HOMO and LUMO (spin up / spin down): 8.830 / 8.831 eV
* E_HOMO (spin up / spin down): -9.2 / -9.2 eV

Geometry (Å):
C -1.48059 0.05959 -0.26553
O 2.32667 0.22570 0.57767
N 1.22173 -0.58853 0.80871
N 0.29850 -0.36916 0.00077
N -0.74278 -1.07316 -0.27047
H 2.15549 0.77961 -0.20540
H -1.33259 0.93926 -0.88152
H -2.44642 0.02669 0.23577

***

Result of the stability comparison: #x is the least stable of them.

***

#w
The following is a DFT calculation (ωB97M-V with the def2-TZVPD basis set) of a cluster of 12 separate species, C5H33NO13 in total.

* gap between HOMO and LUMO: 9.837 eV
* SMILES: CCC[C@@H](N)C(=O)O.O.O.O.O.O.O.O.O.O.O.O
* E_HOMO: -9.6 eV

Geometry (Å):
C 2.39729 -0.39718 -0.51864
C 1.06480 -0.20753 0.19374
C 0.26646 1.04517 0.02741
C -1.06275 0.88457 -0.69184
N -1.68930 -0.34249 -0.46796
C -2.01630 2.02474 -0.34691
O -2.54937 2.22321 0.72751
O -2.07985 2.92624 -1.31710
H 3.07249 0.39447 -0.03961
H 2.61880 -0.62520 -1.59100
H 2.93289 -1.27384 -0.02815
H 1.21025 -0.52494 1.29331
H 0.48039 -1.02106 -0.29019
H 0.88474 1.80079 -0.54929
H 0.22097 1.49512 1.00302
H -0.97685 0.74565 -1.82829
H -1.13711 -1.20312 -0.73602
H -2.04596 -0.48527 0.44284
H -2.59111 3.81816 -1.19199
O 0.04890 -4.28644 -0.35968
H 0.40581 -4.73234 0.34699
H -0.46279 -3.57235 0.07395
O 2.98192 3.20938 -0.46750
H 2.73928 3.50508 -1.31753
H 3.92433 3.48764 -0.38577
O 0.83782 3.14158 -2.06398
H -0.03577 3.33497 -1.59183
H 0.75262 2.27837 -2.34008
O -3.38105 -0.57476 -3.07506
H -3.20922 0.29776 -3.42338
H -3.19649 -0.56379 -2.10185
O 1.40025 -2.51433 -1.92497
H 1.11109 -2.94543 -1.09536
H 1.23436 -3.12646 -2.52112
O -1.79242 0.93208 3.19072
H -1.80198 1.33248 2.30460
H -2.69859 0.76732 3.42348
O -0.42450 -3.38523 2.35778
H -0.27304 -3.73972 3.10499
H -0.06919 -2.40180 2.51558
O 0.33167 -0.81212 3.36524
H 0.85128 0.05027 3.19487
H -0.53886 -0.44916 3.51605
O -2.90331 -2.50817 1.75360
H -3.51991 -2.94277 2.22138
H -2.14921 -2.97541 1.47240
O 1.22838 0.85322 -3.27609
H 0.82127 -0.03900 -2.99251
H 2.11539 0.66857 -3.08520
O 2.11907 1.90218 1.92260
H 2.48066 1.69365 1.05239
H 2.07176 2.83726 2.11446

***

#x
The following is a DFT calculation (ωB97M-V with the def2-TZVPD basis set) of a cluster of 12 separate species, C5H33NO13 in total.

* gap between HOMO and LUMO: 9.115 eV
* SMILES: CNCCCC(=O)O.O.O.O.O.O.O.O.O.O.O.O
* E_HOMO: -9.0 eV

Geometry (Å):
C -3.40781 1.88048 1.84117
N -2.03991 2.09693 1.44723
C -1.14172 0.95107 1.23291
C 0.18122 1.46267 0.71812
C 0.33619 1.27062 -0.84662
C -0.93570 1.50331 -1.64092
O -1.53223 0.67033 -2.29139
O -1.34340 2.77149 -1.53451
H -4.00789 1.38204 1.06966
H -3.45244 1.21269 2.71494
H -3.82203 2.79666 2.26061
H -1.96700 2.67111 0.61766
H -1.60902 0.26368 0.50850
H -1.01138 0.42597 2.18147
H 1.01990 0.83927 1.04764
H 0.49843 2.45918 1.02488
H 0.99007 1.99438 -1.33555
H 0.62311 0.22705 -0.89317
H -2.16657 2.96308 -2.06703
O -4.89386 0.44682 -1.63034
H -5.67168 0.06928 -2.05182
H -4.72062 -0.10913 -0.86437
O 2.32789 -0.28939 -3.56717
H 3.11433 -0.30895 -3.00030
H 2.55877 -1.03502 -4.13519
O -0.05690 -1.61642 -2.33180
H 0.61661 -1.13379 -2.83672
H -0.78460 -0.96037 -2.32688
O 2.67187 -3.70563 0.99656
H 1.87970 -3.94544 0.49341
H 3.46024 -4.20058 0.79061
O 1.45345 -4.13540 -1.44257
H 0.69001 -4.60306 -1.81117
H 1.12132 -3.22530 -1.56524
O 4.37279 -1.79021 -2.01223
H 4.29098 -2.74351 -2.07071
H 4.10937 -1.53334 -1.10621
O 2.96464 -0.98227 0.19320
H 2.60226 -1.71284 0.70899
H 3.26273 -0.32600 0.83981
O 3.19096 0.41202 3.09112
H 2.54534 1.08790 2.85901
H 2.68910 -0.42420 3.12558
O -3.63329 2.63664 -2.89477
H -4.21572 2.59184 -2.12764
H -3.73091 1.80091 -3.36150
O 1.71631 -1.97498 2.91207
H 2.29692 -2.49519 2.31846
H 1.84076 -2.40001 3.76793
O -0.80230 2.39388 4.51588
H -1.06172 2.62947 3.61592
H -1.41656 1.74025 4.85249

***

Result of the stability comparison: #w is the least stable of them.